Entry 1:
Here is an isolated molecule of C4H4O3S in a non-equilibrium geometry from the OMol25 dataset. Energies are from ωB97M-V/def2-TZVPD.

Structure (ORCA input):
```
! RIJCOSX wB97M-V def2-TZVPD def2/J DEFGRID3
* xyz 0 1
S -2.77 -0.89 -0.04
O 2.81 -1.46 0.21
O -1.71 1.38 0.11
O 2.17 0.89 0.02
C 3.09 -0.27 -0.06
C -1.40 0.15 -0.06
C 0.92 1.01 -0.13
C 0.00 0.00 -0.10
H 4.19 0.02 -0.58
H -2.74 1.30 0.58
H 0.67 2.12 0.17
H 0.40 -1.07 -0.23
*
```

Relative energy (zero: lowest compared OMol25 entry of this formula, charge and spin): 3.826 eV
Maximum force: 0.1382 hartree/bohr
SMILES: O=CO/C=C/C(O)=S
Molar mass: 132.14 g/mol
Gap between HOMO and LUMO: 7.8 eV


Entry 2:
Here is an isolated molecule of C4H4O3S in a non-equilibrium geometry from the OMol25 dataset. Energies are from ωB97M-V/def2-TZVPD.

Structure (ORCA input):
```
! RIJCOSX wB97M-V def2-TZVPD def2/J DEFGRID3
* xyz 0 1
S 2.47 0.02 -0.11
O -1.23 -1.42 -0.06
O -2.77 0.22 -0.02
O -0.32 2.03 0.08
C -0.34 0.62 0.03
C 0.75 -0.33 0.14
C -1.48 -0.13 -0.09
C 0.12 -1.55 0.10
H 2.72 0.62 1.05
H 0.35 2.28 -0.59
H -2.82 1.13 0.18
H 0.43 -2.57 0.14
*
```

Relative energy (zero: lowest compared OMol25 entry of this formula, charge and spin): 1.627 eV
Maximum force: 0.0428 hartree/bohr
SMILES: Oc1occ(S)c1O
Molar mass: 132.14 g/mol
Gap between HOMO and LUMO: 8.8 eV


Entry 3:
Here is a cluster of 2 separate species, C4H4O5S in total in a non-equilibrium geometry from the OMol25 dataset. Energies are from ωB97M-V/def2-TZVPD.

Structure (ORCA input):
```
! RIJCOSX wB97M-V def2-TZVPD def2/J DEFGRID3
* xyz -2 1
S -0.10 -0.48 -2.12
O 2.88 0.75 1.32
O 1.87 -0.95 2.38
O -0.89 0.79 -2.34
O -1.04 -1.63 -2.09
O 1.15 -0.65 -2.92
C -1.76 0.48 0.51
C 0.77 0.18 0.51
C -0.63 -0.08 0.87
C 1.92 -0.09 1.45
H -0.71 -0.71 1.67
H -1.97 1.02 -0.43
H -2.58 0.26 1.23
H 1.06 1.13 -0.02
*
```

Relative energy (zero: lowest compared OMol25 entry of this formula, charge and spin): 1.890 eV
Maximum force: 0.0697 hartree/bohr
Molar mass: 164.14 g/mol
Gap between HOMO and LUMO (spin up / spin down): 6.8 / 6.6 eV


Entry 4:
Here is a structure of composition C4H4O5Tl in a non-equilibrium geometry from the OMol25 dataset. Energies are from ωB97M-V/def2-TZVPD.

Structure (ORCA input):
```
! RIJCOSX wB97M-V def2-TZVPD def2/J DEFGRID3
* xyz -1 1
Tl 1.05 0.83 1.84
O -1.38 -3.08 -1.14
O -2.02 -1.00 -1.75
O 0.32 2.78 0.40
O -3.43 -2.68 -1.96
O 0.95 5.13 0.13
C -1.09 0.09 0.31
C -2.29 -2.34 -1.58
C 0.69 4.03 0.34
C -0.87 -0.40 -1.09
H -0.60 0.44 -1.75
H -0.06 -1.13 -1.16
H -1.94 0.81 0.33
H -1.53 -0.74 0.91
*
```

Relative energy (zero: lowest compared OMol25 entry of this formula, charge and spin): 2.393 eV
Maximum force: 0.1791 hartree/bohr
Molar mass: 336.45 g/mol
Gap between HOMO and LUMO: 5.0 eV


Entry 5:
Here is a structure of composition C4H4O5Tl in a non-equilibrium geometry from the OMol25 dataset. Energies are from ωB97M-V/def2-TZVPD.

Structure (ORCA input):
```
! RIJCOSX wB97M-V def2-TZVPD def2/J DEFGRID3
* xyz -1 1
Tl -0.32 -1.67 0.90
O -0.96 1.75 0.40
O 0.33 0.10 -0.13
O 1.24 2.09 0.13
O 1.77 -1.76 2.88
O 3.54 -0.52 3.71
C 0.26 1.35 0.37
C -1.23 -0.08 -2.27
C 2.65 -1.11 3.28
C -1.29 -0.14 -0.75
H -2.22 -0.35 -2.68
H -2.29 0.23 -0.47
H -0.53 -0.82 -2.69
H -0.96 0.92 -2.67
*
```

Relative energy (zero: lowest compared OMol25 entry of this formula, charge and spin): 3.792 eV
Maximum force: 0.1269 hartree/bohr
Molar mass: 336.45 g/mol
Gap between HOMO and LUMO: 5.2 eV


Entry 6:
Here is a structure of composition C4H4O5Yb in a non-equilibrium geometry from the OMol25 dataset. Energies are from ωB97M-V/def2-TZVPD.

Structure (ORCA input):
```
! RIJCOSX wB97M-V def2-TZVPD def2/J DEFGRID3
* xyz 0 1
Yb -1.33 1.10 0.74
O 0.60 -1.04 -0.23
O 1.21 -2.80 -1.48
O 0.64 2.02 2.08
O 0.12 -1.05 -2.37
O 2.73 1.22 2.68
C 0.73 -1.66 -1.46
C 1.69 1.59 2.39
C -0.62 -1.22 0.56
C -0.23 -1.97 1.83
H -1.34 -1.84 0.01
H 0.43 -1.38 2.47
H 0.27 -2.93 1.59
H -1.14 -2.17 2.42
*
```

Relative energy (zero: lowest compared OMol25 entry of this formula, charge and spin): 3.973 eV
Maximum force: 0.0749 hartree/bohr
Molar mass: 305.11 g/mol
Gap between HOMO and LUMO: 4.8 eV


Entry 7:
Here is a structure of composition C4H4OPt in a non-equilibrium geometry from the OMol25 dataset. Energies are from ωB97M-V/def2-TZVPD.

Structure (ORCA input):
```
! RIJCOSX wB97M-V def2-TZVPD def2/J DEFGRID3
* xyz 1 4
Pt -3.03 2.27 2.10
O -1.57 1.71 1.66
C -1.02 0.86 1.03
C 1.44 -0.87 -0.79
C -0.40 0.03 0.30
C 0.09 -0.35 -0.94
H 1.32 -0.70 0.51
H -0.59 -0.92 -1.58
H 1.54 -1.88 -1.22
H 2.22 -0.15 -1.07
*
```

Expectation value of S²: 3.77
Relative energy (zero: lowest compared OMol25 entry of this formula, charge and spin): 0.000 eV
Maximum force: 0.2851 hartree/bohr
Molar mass: 263.15 g/mol
Gap between HOMO and LUMO (spin up / spin down): 6.5 / 7.0 eV


Entry 8:
Here is a structure of composition C4H4OS in a non-equilibrium geometry from the OMol25 dataset. Energies are from ωB97M-V/def2-TZVPD.

Structure (ORCA input):
```
! RIJCOSX wB97M-V def2-TZVPD def2/J DEFGRID3
* xyz 0 1
S 1.75 -0.62 0.03
O 0.47 1.34 -0.09
C 0.54 0.42 0.96
C -0.81 -0.50 -0.63
C -0.85 -0.45 0.69
C 0.46 0.25 -1.00
H 0.77 0.80 1.95
H -1.52 -0.77 1.45
H 0.68 0.50 -2.03
H -1.47 -0.97 -1.33
*
```

Relative energy (zero: lowest compared OMol25 entry of this formula, charge and spin): 2.793 eV
Maximum force: 0.0469 hartree/bohr
Molar mass: 100.14 g/mol
Gap between HOMO and LUMO: 9.1 eV